Entry 1:
The following is a quantum chemistry calculation of a structure of composition C3H3N3O, from the Open Molecules 2025 dataset.

Output
Energy relative to the best compared isomer or geometry (same formula, charge and spin) (kJ/mol): 580.1
Multiplicity: 1
HOMO-LUMO gap (hartree): 0.300
E (eV): -9671.44205

Each line ends with the Mulliken charge.
Positions of all 10 atoms, in Å:
N 2.6668 -0.1622 0.2660  -0.510
C 1.5004 -0.5074 0.0836  0.419
N -0.0411 1.9830 -0.0700  -0.444
N -0.5862 0.9535 -0.1008  0.398
O -2.6034 0.5316 0.9833  -0.353
C -1.9125 0.1235 0.1210  0.158
C 0.2346 -0.7317 0.0376  -0.649
H 3.1912 0.1060 -0.5580  0.280
H -2.2599 -0.5761 -0.6793  0.374
H -0.1898 -1.7202 -0.0835  0.327

Atomic forces in eV per Å
N -0.721 0.060 0.021
C 1.046 0.137 0.324
N -1.629 -2.432 -0.158
N 0.439 -0.307 -0.067
O 0.154 -0.878 0.498
C -1.156 3.275 -0.670
C 0.351 -0.194 -0.205
H 0.101 -0.096 -0.154
H 1.476 0.245 0.492
H -0.061 0.190 -0.081

***

Entry 2:
The following is a quantum chemistry calculation of the molecule C3H3N3O, from the Open Molecules 2025 dataset.

Output
Energy relative to the best compared isomer or geometry (same formula, charge and spin) (kJ/mol): 494.9
Multiplicity: 1
HOMO-LUMO gap (hartree): 0.322
E (eV): -9672.32521

Each line ends with the Mulliken charge.
Positions of all 10 atoms, in Å:
O -0.7142 2.1989 1.0603  -0.428
C 0.2939 1.7241 0.6442  0.120
N 0.4027 0.3876 0.0635  0.590
C -0.6721 -0.6499 0.0951  -0.088
N -0.1295 -1.9971 0.4113  -0.482
C -0.2011 -1.6541 -0.8001  0.016
N 1.3984 0.1277 -0.5978  -0.902
H 1.2914 2.1850 0.5474  0.412
H -1.6796 -0.3721 0.3896  0.431
H 0.0101 -1.9501 -1.8135  0.329

Atomic forces in eV per Å
O 0.269 -0.323 -0.144
C -0.151 0.315 0.296
N 0.461 -0.105 -0.182
C -0.082 0.220 0.006
N 0.018 0.125 -0.574
C -0.537 -0.792 0.384
N 0.003 0.590 0.196
H -0.156 0.128 0.094
H 0.238 0.091 -0.156
H -0.063 -0.249 0.080

***

Entry 3:
The following is a quantum chemistry calculation of a cluster of 2 separate species, C3H3N3O in total, from the Open Molecules 2025 dataset.

Output
Energy relative to the best compared isomer or geometry (same formula, charge and spin) (kJ/mol): 78.4
Multiplicity: 1
HOMO-LUMO gap (hartree): 0.372
SMILES string: N=C=CC=O.N#N
E (eV): -9676.64186

Each line ends with the Mulliken charge.
Positions of all 10 atoms, in Å:
N -2.4869 -0.3888 -0.0046  -0.440
C -1.4567 0.2282 0.1601  0.561
C -0.3580 0.9068 0.4664  -0.570
C 0.7967 0.1859 1.0164  -0.067
O 0.8398 -1.0129 1.2064  -0.493
H -2.6721 -0.8377 -0.8978  0.298
H -0.3296 1.9821 0.3174  0.360
H 1.6675 0.8333 1.2483  0.347
N 1.9724 -1.4972 -1.7155  0.016
N 2.0269 -0.3996 -1.7971  -0.012

Atomic forces in eV per Å
N 0.699 0.396 0.108
C -0.513 -0.267 -0.101
C -0.095 -0.067 0.031
C -0.034 -0.275 0.079
O -0.008 0.521 -0.052
H 0.044 0.049 0.045
H -0.008 -0.215 -0.010
H -0.121 -0.115 -0.006
N 0.113 1.911 -0.199
N -0.077 -1.938 0.105

***

Entry 4:
The following is a quantum chemistry calculation of the molecule C3H3N3O, from the Open Molecules 2025 dataset.

Output
Energy relative to the best compared isomer or geometry (same formula, charge and spin) (kJ/mol): 266.8
Multiplicity: 1
HOMO-LUMO gap (hartree): 0.359
SMILES string: Oc1cnncn1
E (eV): -9674.68923

Each line ends with the Mulliken charge.
Positions of all 10 atoms, in Å:
O 0.2946 -0.3043 1.9797  -0.491
C -0.1218 0.3289 0.8630  0.679
C -1.3128 -0.0785 0.2071  -0.320
N -1.0660 -0.6141 -0.9667  -0.174
N 0.1085 -0.5095 -1.5779  -0.465
C 0.8941 0.4558 -1.1092  0.035
N 0.8123 0.8912 0.1427  -0.466
H 0.9906 -0.8565 1.5729  0.370
H -2.3228 -0.1107 0.6059  0.433
H 1.7233 0.7977 -1.7176  0.399

Atomic forces in eV per Å
O -0.189 0.131 0.363
C 0.145 -0.226 -0.455
C 0.063 -0.109 -0.100
N -0.155 0.276 -0.174
N -0.254 0.491 -0.395
C -0.019 -0.056 -0.252
N 0.069 -0.570 0.105
H 0.205 0.196 0.960
H 0.288 -0.155 0.013
H -0.153 0.022 -0.065

***

Entry 5:
The following is a quantum chemistry calculation of the molecule C3H3N3O, from the Open Molecules 2025 dataset.

Output
Energy relative to the best compared isomer or geometry (same formula, charge and spin) (kJ/mol): 264.5
Multiplicity: 1
HOMO-LUMO gap (hartree): 0.348
SMILES string: Oc1nccnn1
E (eV): -9674.71284

Each line ends with the Mulliken charge.
Positions of all 10 atoms, in Å:
O -2.3351 -0.3947 0.0098  -0.454
C -1.0938 -0.3094 -0.1123  0.635
N -0.5635 0.8824 -0.2474  -0.533
C 0.7845 0.8784 -0.0473  0.081
C 1.4782 -0.2859 0.0240  -0.054
N 0.9658 -1.5554 -0.0986  -0.319
N -0.3895 -1.5477 -0.1632  -0.271
H -2.8132 0.3767 0.4295  0.378
H 1.4655 1.9296 -0.1537  0.242
H 2.5012 0.0259 0.3592  0.295

Atomic forces in eV per Å
O -5.436 -0.552 1.139
C 5.205 -1.127 -0.576
N 2.064 0.815 0.836
C -0.613 2.850 -1.795
C 1.996 -0.245 1.287
N -2.527 2.903 0.189
N 0.769 1.120 0.129
H 1.307 -0.913 -1.001
H -2.424 -2.947 0.547
H -0.342 -1.903 -0.753

***

Entry 6:
The following is a quantum chemistry calculation of the molecule C3H3N3O, from the Open Molecules 2025 dataset.

Output
Energy relative to the best compared isomer or geometry (same formula, charge and spin) (kJ/mol): 545.3
Multiplicity: 1
HOMO-LUMO gap (alpha / beta) (hartree): 0.331 / 0.331
E (eV): -9671.80246

Each line ends with the Mulliken charge.
Positions of all 10 atoms, in Å:
C 1.9489 -0.0711 -0.0477  0.509
C -0.4338 1.2947 -0.4310  0.138
C -0.9908 -0.8078 0.3315  -0.233
N 3.0253 0.2810 0.3642  -0.487
N -1.2165 0.6154 0.1597  -0.270
N 0.8976 -0.2581 -0.8114  -0.403
O 0.0131 -1.3116 -0.4369  -0.211
H -0.3509 2.3213 -0.7341  0.356
H -0.9175 -0.8335 1.4824  0.269
H -1.9753 -1.2304 0.1233  0.332

Atomic forces in eV per Å
C 5.216 1.513 1.968
C 1.467 -2.201 -0.369
C -2.321 0.852 3.318
N -4.218 -1.465 -1.184
N -0.786 0.218 -0.131
N -1.960 1.361 -1.132
O 0.984 0.877 -0.423
H 0.611 0.053 -0.239
H 0.639 -0.553 -1.443
H 0.369 -0.656 -0.366